C32H28Br2F6N9O8PS2V as an isolated structure. Source: the OMol25 dataset; level of theory: ωB97M-V with the def2-TZVPD basis set.

```
89
Properties=species:S:1:pos:R:3:forces:R:3:mulliken_charge:R:1
V 0.152159 -0.047789 -0.111588 -0.017 0.390 -0.215 1.449
N 0.695313 3.232775 0.448230 -0.026 0.142 -0.201 -0.477
N 1.834458 3.300943 -0.350405 0.120 -0.120 0.194 -0.336
C 2.161834 2.386514 -1.288593 0.076 0.138 0.121 0.184
N 3.385326 2.539349 -1.798970 -0.045 0.044 0.186 -0.330
N 1.286381 1.429570 -1.653038 -0.205 -0.293 0.027 0.075
N 1.809848 0.710940 -2.877780 -0.058 0.093 0.013 1.434
O 2.360952 1.399161 -3.781015 -0.084 -0.075 -0.072 -0.987
O 2.818874 -0.209380 -2.231489 0.022 -0.070 -0.039 -0.463
H 0.101019 4.030471 0.242225 0.022 -0.037 -0.005 0.387
H 0.967518 3.285232 1.423505 -0.021 0.047 -0.023 0.330
H 2.525129 4.008625 -0.148146 -0.031 0.011 -0.012 0.174
H 3.960799 3.299342 -1.477984 0.003 0.041 -0.029 0.201
H 3.584958 2.117906 -2.700362 0.004 0.018 0.008 0.203
F -0.876513 -3.102702 4.198102 0.030 -0.023 0.035 -0.199
C -0.701178 -2.118530 3.345894 0.084 0.023 -0.068 0.655
F 0.537324 -1.638180 3.454647 0.016 0.061 -0.013 -0.173
F -1.568730 -1.149225 3.594193 -0.116 0.229 0.018 -0.191
S -0.969755 -2.784603 1.648346 0.066 -0.199 0.118 1.121
O -0.705308 -1.647400 0.691358 0.240 0.236 0.379 -0.539
O -2.322045 -3.201043 1.619994 -0.108 -0.029 -0.114 -0.647
N 0.068220 -3.911411 1.571246 -0.269 0.139 -0.192 -0.592
S 1.481229 -3.831534 0.858699 0.225 0.055 -0.196 1.108
O 2.173591 -2.587258 1.095973 -0.052 0.131 -0.032 -0.488
O 1.405327 -4.265244 -0.514861 -0.071 0.224 -0.030 -0.716
C 2.360920 -5.152197 1.801803 -0.036 0.091 -0.069 0.540
F 2.410783 -4.807556 3.077299 0.003 -0.017 0.062 -0.184
F 1.722889 -6.293921 1.655332 0.008 -0.081 0.033 -0.181
F 3.585613 -5.239905 1.307848 0.017 -0.005 -0.006 -0.181
N -2.998997 0.436457 -1.100658 -0.016 -0.084 0.078 0.288
P -2.119154 1.334578 0.126791 -0.019 -0.001 -0.259 1.960
C -3.385237 1.518400 1.388411 -0.024 -0.112 0.028 0.629
C -3.134454 1.339116 2.741086 0.035 -0.005 0.037 -0.017
C -4.164239 1.495414 3.660371 -0.018 0.011 -0.006 -0.922
C -5.436353 1.830178 3.229851 0.007 0.008 0.009 -0.574
C -5.686673 2.038055 1.876088 0.000 0.010 0.004 -1.041
C -4.666090 1.895546 0.957056 0.008 -0.050 -0.001 -0.464
C -2.056652 2.966754 -0.654629 -0.092 0.047 0.110 -0.132
C -2.372774 4.092271 0.108801 0.006 0.003 -0.002 -0.677
C -2.282584 5.357616 -0.453705 0.022 0.008 -0.031 -0.643
C -1.883739 5.505024 -1.776250 -0.017 0.023 0.040 -0.690
C -1.577078 4.385887 -2.539794 0.007 -0.046 -0.008 -0.764
C -1.661207 3.120644 -1.980280 0.064 0.013 -0.053 0.010
C -2.263714 -0.249050 -1.969129 -0.030 0.101 -0.019 0.211
C -2.758044 -0.796802 -3.228573 0.031 -0.015 -0.004 -1.428
C -1.934712 -1.482168 -4.032413 -0.041 0.021 -0.001 -1.589
C -0.515477 -1.808576 -3.689657 0.123 0.019 -0.050 0.068
C -0.046881 -0.965826 -2.496013 -0.152 0.014 -0.102 -0.548
N -1.003355 -0.360813 -1.641518 -0.174 -0.280 -0.206 1.668
H -4.003020 0.496169 -1.202437 0.031 0.042 -0.070 0.316
H -2.139362 1.115292 3.081833 0.039 -0.102 0.024 0.322
H -3.964567 1.356625 4.714196 -0.003 -0.005 -0.006 0.493
H -6.237335 1.945596 3.947755 0.000 -0.003 -0.006 0.436
H -6.675382 2.323433 1.543350 0.005 -0.001 -0.005 0.446
H -4.866092 2.110641 -0.087216 -0.015 0.012 0.012 0.413
H -2.688629 3.988426 1.139146 -0.010 -0.013 -0.005 0.478
H -2.535399 6.226688 0.138888 0.000 -0.002 -0.004 0.450
H -1.823206 6.492203 -2.214697 0.005 -0.006 -0.003 0.440
H -1.275068 4.498307 -3.572587 -0.005 0.006 0.003 0.492
H -1.405603 2.261536 -2.587897 -0.011 -0.006 0.022 -0.006
H -3.794823 -0.632219 -3.488059 0.000 0.002 0.004 0.619
H -2.322667 -1.889699 -4.959506 0.009 0.004 -0.001 0.550
H -0.399514 -2.891282 -3.614373 -0.017 -0.006 0.011 0.573
H 0.724408 -2.411084 -1.229342 -0.037 -0.096 0.052 0.288
Br 2.096090 -3.083119 -6.008635 0.001 -0.012 -0.006 -0.062
C 1.826063 -2.089194 -4.442492 -0.013 0.028 0.005 -0.710
C 2.504657 -2.337490 -3.333578 0.027 -0.014 -0.002 -0.630
C 2.343856 -1.516724 -2.075698 -0.013 -0.048 0.056 0.436
N 0.948986 -1.460652 -1.537656 0.102 -0.261 0.038 -0.047
C 0.633544 -0.016697 -3.437391 0.087 0.010 -0.020 -2.168
C 0.672739 -1.133026 -4.508947 -0.068 -0.016 0.021 0.133
H 3.270170 -3.100735 -3.311060 -0.006 -0.005 0.009 0.542
H 2.947215 -1.947469 -1.281946 0.042 -0.043 0.080 0.785
H -0.026392 0.785221 -3.756213 0.005 -0.007 -0.022 1.000
H 0.468300 -0.799273 -5.520949 0.012 -0.005 -0.010 0.793
Br 6.033166 -0.438777 2.171810 0.020 -0.003 -0.019 -0.141
C 4.587480 0.324524 3.103208 -0.031 0.015 0.009 -0.563
C 4.751674 0.751633 4.414565 0.018 0.008 0.020 -0.290
C 3.682019 1.308647 5.105185 0.005 0.003 -0.007 -0.858
C 2.450304 1.438801 4.492011 0.024 -0.008 -0.010 -1.185
C 2.296920 1.000970 3.174038 -0.071 0.087 0.152 0.799
C 3.363968 0.442276 2.471895 0.013 -0.064 0.020 0.314
C 0.971224 1.136177 2.579459 0.183 -0.287 -0.562 -0.357
O -0.018098 1.644628 2.991642 -0.021 0.104 0.200 -0.554
O 0.908004 0.564327 1.265737 0.208 -0.125 0.644 0.378
H 5.714305 0.645925 4.896356 -0.002 -0.004 -0.006 0.456
H 3.818443 1.635469 6.126663 -0.003 -0.001 -0.002 0.436
H 1.607343 1.863181 5.020200 -0.005 -0.005 -0.013 0.502
H 3.246858 0.081591 1.462147 -0.019 -0.025 -0.042 0.158
```
Forces are in eV/Å.

## Properties
* lowest unoccupied orbital energy (spin up / spin down): -0.2896 / -0.2680 Eh
* HOMO-LUMO gap (spin up / spin down): 0.216 / 0.238 Ha
* relative energy (zero: lowest compared OMol25 entry of this formula, charge and spin): 3.180 eV
* HOMO energy (spin up / spin down): -13.77 / -13.77 eV
* calculated total energy: -10159.2727 Ha
* total charge: +2
* spin multiplicity: 2


C32H28BrGeI2LiN2O as an isolated structure in a non-equilibrium geometry. Source: the OMol25 dataset; level of theory: ωB97M-V with the def2-TZVPD basis set.

```
68
Properties=species:S:1:pos:R:3:forces:R:3:mulliken_charge:R:1
Li -0.802779 1.506217 -1.795401 0.443 -0.164 -0.125 0.984
Br -4.144611 -2.826771 -5.999761 -0.058 -0.021 0.320 -0.300
C -3.313395 -2.230273 -4.377191 0.834 0.541 0.907 0.042
C -4.070949 -1.738356 -3.271523 0.042 -0.192 -1.486 -0.523
C -3.466625 -1.170868 -2.173827 0.287 0.095 0.022 -0.563
C -2.051902 -1.052954 -2.082952 0.145 -0.759 -0.794 1.256
C -1.308220 -1.518009 -3.221006 -1.175 -0.068 -0.294 -0.594
C -1.910740 -2.098936 -4.347599 -0.377 0.219 0.301 -0.676
N -1.431231 -0.537323 -1.005807 0.522 0.699 0.194 0.770
C -2.140195 -0.052632 0.163450 0.085 -0.085 -0.883 -2.676
C -2.220009 1.280112 0.494313 -0.206 -1.235 -0.104 1.160
C -2.565802 1.676725 1.838302 0.004 0.622 0.172 -0.663
C -2.531257 2.993246 2.163737 0.419 -0.037 -0.317 -0.331
C -2.236109 3.991539 1.185342 0.248 -1.351 -0.055 -0.927
C -1.888735 3.532991 -0.056947 -0.575 -0.744 -1.108 -0.051
N -1.897415 2.233027 -0.437347 0.219 1.033 0.551 -0.326
H -5.156830 -1.714624 -3.400251 0.297 -0.111 0.325 0.328
H -4.024495 -0.718081 -1.366956 -0.274 -0.111 -0.010 0.325
H -0.282782 -1.270676 -3.265737 0.880 -0.173 -0.100 0.250
H -1.269967 -2.396556 -5.209228 -0.695 0.266 0.741 0.320
H -2.428380 -0.838471 0.819035 -0.326 -0.098 0.562 0.863
H -2.753333 0.967749 2.639057 0.110 -0.275 -0.327 0.338
H -2.578337 3.224921 3.211673 -0.429 0.418 0.360 0.376
H -2.220428 5.017793 1.380794 -0.001 1.357 0.449 0.455
H -1.676225 4.195745 -0.908370 0.081 0.045 0.600 0.118
C 0.037258 -0.318239 -0.953686 -0.338 0.110 0.219 -0.374
Ge 1.026232 -0.795959 0.598021 -0.272 -0.241 -0.407 1.142
C 2.143677 0.761829 0.928465 0.818 0.312 0.024 -0.214
C 1.450042 1.961510 1.034658 -0.613 1.064 0.576 0.372
C 2.111182 3.179221 1.209578 0.654 -0.551 0.059 -0.992
C 3.513896 3.212449 1.286683 -1.071 0.275 0.242 -0.520
C 4.208280 2.026097 1.205199 0.906 0.052 -0.005 -0.528
C 3.541767 0.829563 1.000941 0.158 -1.655 0.171 -0.218
C 2.225971 -2.432410 0.503754 -1.308 1.478 -0.732 -0.010
C 2.598254 -3.009574 1.677521 0.337 -0.688 0.924 -0.146
C 3.385217 -4.151858 1.624577 0.875 -0.082 2.110 -0.575
C 3.792491 -4.732467 0.457760 0.267 -0.287 -2.172 -0.452
C 3.359626 -4.194307 -0.773701 -0.754 1.518 1.709 -0.578
C 2.582697 -3.018757 -0.709795 0.927 -0.880 -0.140 -0.631
C -0.014207 -1.045595 2.258415 -0.530 -0.385 0.136 -0.212
C -1.013571 -2.031855 2.292805 -0.427 -0.017 1.236 -0.586
C -1.838409 -2.218104 3.412189 1.824 1.567 -0.124 -0.580
C -1.663972 -1.403724 4.559764 -0.602 -0.776 -0.256 -0.363
C -0.697207 -0.425141 4.557801 0.000 0.250 -0.814 -0.659
C 0.088971 -0.250100 3.386690 -0.223 -0.015 1.032 -0.030
H 0.599859 -0.606632 -1.833736 -0.190 -0.172 -0.225 0.154
H 0.346623 2.013543 1.103781 0.636 -0.346 -0.419 0.092
H 1.524334 4.070920 1.337956 -0.101 0.288 -0.042 0.473
H 4.025584 4.144125 1.507542 0.006 -0.037 -0.178 0.347
H 5.298171 2.053706 1.331737 -0.386 -0.177 -0.150 0.323
H 4.128368 -0.135366 0.973824 -0.625 1.136 -0.077 0.186
H 2.322985 -2.604463 2.671839 0.122 -0.142 -0.790 0.280
H 3.795374 -4.474664 2.598729 -0.247 -0.294 -0.625 0.264
H 4.513082 -5.545284 0.358859 -0.266 -0.035 0.655 0.323
H 3.652252 -4.576659 -1.726001 0.223 -0.381 -0.385 0.420
H 2.348414 -2.527447 -1.637270 -0.420 0.142 -0.236 0.314
H -1.238550 -2.646733 1.439712 0.215 -0.160 -0.389 0.447
H -2.586053 -2.942543 3.311498 -1.126 -0.962 0.287 0.465
H -2.308565 -1.515658 5.442309 0.193 -0.072 -0.444 0.292
H -0.662188 0.265320 5.412955 0.363 -0.292 -0.501 0.324
H 0.786459 0.555814 3.398044 0.538 0.508 -0.083 0.408
I -1.134624 4.084174 -4.012050 0.442 -0.370 -0.028 0.119
I -2.823701 6.173133 -5.201316 -0.015 0.106 -0.010 -0.601
C 1.443730 2.387762 -3.427845 -0.198 -0.780 0.973 -0.497
O 0.047619 2.446399 -3.181855 0.239 0.429 0.070 -0.503
H 2.025313 3.272346 -3.056526 -0.578 -0.459 -0.340 0.241
H 1.606980 2.230689 -4.499245 0.316 0.104 0.010 0.289
H 1.821092 1.479401 -2.846379 -0.269 1.045 -0.765 0.039
```
Forces are in eV/Å.

## Properties
* lowest unoccupied orbital energy: 0.1508 Eh
* HOMO-LUMO gap: 0.174 Ha
* relative energy (zero: lowest compared OMol25 entry of this formula, charge and spin): 0.000 eV
* HOMO energy: -0.63 eV
* calculated total energy: -6674.8302 Ha
* total charge: -2